[1]
ORCA calculation (ωB97M-V with the def2-TZVPD basis set) on C50H43F5N3P2ReSe3Te as an isolated structure.

```
! RIJCOSX wB97M-V def2-TZVPD def2/J DEFGRID3
* xyz 1 4
Re -0.956 0.199 -1.765
C -1.077 4.935 -2.600
C -1.838 3.670 -2.284
C -1.704 3.089 -1.015
C -0.800 3.745 0.003
C -2.502 1.983 -0.659
C -2.675 1.635 0.802
C -3.366 1.406 -1.629
C -4.499 0.502 -1.180
C -3.339 1.886 -2.951
C -4.102 1.188 -4.053
C -2.628 3.056 -3.256
C -2.711 3.622 -4.654
H -0.086 4.697 -3.008
H -0.923 5.544 -1.710
H -1.600 5.550 -3.328
H -1.266 4.658 0.393
H 0.155 4.018 -0.443
H -0.587 3.100 0.851
H -3.200 0.697 0.938
H -3.248 2.425 1.302
H -1.723 1.549 1.324
H -4.185 -0.496 -0.887
H -5.255 0.405 -1.950
H -4.987 0.946 -0.311
H -4.898 1.817 -4.461
H -4.542 0.250 -3.725
H -3.424 0.948 -4.876
H -3.612 4.233 -4.773
H -2.756 2.832 -5.401
H -1.851 4.239 -4.897
Se 4.896 -0.925 1.160
P 3.373 -0.087 2.341
C 3.710 1.492 3.140
C 2.688 2.394 3.438
C 2.977 3.566 4.122
C 4.285 3.838 4.507
C 5.302 2.942 4.206
C 5.017 1.768 3.520
C 2.874 -1.179 3.698
C 2.818 -2.555 3.474
C 2.487 -3.413 4.513
C 2.226 -2.908 5.783
C 2.302 -1.541 6.016
C 2.627 -0.676 4.978
C 1.932 0.324 1.280
C 0.770 -0.261 0.828
N 0.373 0.500 -0.249
N 1.250 1.500 -0.432
N 2.181 1.402 0.471
P -0.392 -1.478 1.402
Se -1.928 -1.652 -0.140
C 0.417 -3.047 1.693
C 0.006 -3.853 2.753
C 0.563 -5.118 2.903
C 1.526 -5.563 2.009
C 1.950 -4.749 0.961
C 1.392 -3.491 0.798
C -1.144 -0.952 2.947
C -2.501 -1.182 3.185
C -3.058 -0.802 4.399
C -2.267 -0.196 5.367
C -0.916 0.027 5.131
C -0.352 -0.351 3.922
H 1.668 2.189 3.125
H 2.185 4.273 4.347
H 4.512 4.757 5.035
H 6.322 3.160 4.499
H 5.805 1.070 3.261
H 3.075 -2.946 2.498
H 2.458 -4.483 4.336
H 1.984 -3.583 6.597
H 2.124 -1.146 7.012
H 2.702 0.389 5.169
H -0.732 -3.496 3.463
H 0.249 -5.751 3.726
H 1.959 -6.549 2.131
H 2.720 -5.091 0.279
H 1.739 -2.844 0.004
H -3.113 -1.651 2.426
H -4.113 -0.975 4.588
H -2.707 0.102 6.313
H -0.295 0.494 5.889
H 0.701 -0.186 3.747
F 4.651 -0.146 -4.875
C 3.529 0.459 -4.480
C 3.249 1.888 -4.715
F 2.962 2.772 -3.796
C 2.306 0.948 -5.346
F 2.127 0.808 -6.660
C 1.329 0.401 -4.355
Se -0.244 1.349 -3.757
C 1.577 -1.050 -4.184
F 1.898 -1.864 -5.227
C 2.577 -0.145 -3.547
F 2.737 -0.148 -2.222
Te 0.311 -1.973 -2.715
C -1.181 -2.557 -4.091
C -0.829 -3.342 -5.179
C -1.812 -3.719 -6.087
C -3.131 -3.332 -5.896
C -3.477 -2.563 -4.794
C -2.500 -2.169 -3.889
H 0.194 -3.661 -5.332
H -1.539 -4.326 -6.942
H -3.891 -3.632 -6.607
H -4.508 -2.268 -4.635
H -2.778 -1.565 -3.035
*
```

Orbital gap (alpha / beta) ... 6.88 / 6.16 eV
HOMO energy (alpha / beta) ... -9.95 / -9.98 eV
LUMO energy (alpha / beta) ... -3.072 / -3.815 eV
⟨S²⟩ ... 3.773

---

[2]
ORCA calculation (ωB97M-V with the def2-TZVPD basis set) on a 25-piece molecular cluster, C25H100N50O25 overall at a distorted geometry.

```
! RIJCOSX wB97M-V def2-TZVPD def2/J DEFGRID3
* xyz 0 1
C -0.327 -31.110 37.228
O 0.114 -30.194 37.930
N 0.022 -31.524 36.006
N -1.211 -31.889 37.722
H 0.709 -30.882 35.637
H -0.689 -31.894 35.392
H -1.805 -32.528 37.213
H -1.537 -31.674 38.653
C 2.229 -28.084 36.130
O 2.303 -28.981 35.368
N 1.429 -27.917 37.185
N 2.925 -27.008 36.092
H 1.589 -26.990 37.551
H 0.856 -28.672 37.534
H 2.777 -26.219 36.704
H 3.542 -26.918 35.298
C 3.026 -28.143 28.338
O 3.535 -29.220 28.493
N 3.566 -27.003 28.615
N 1.866 -27.966 27.804
H 4.491 -26.984 29.018
H 3.063 -26.163 28.367
H 1.577 -27.011 27.643
H 1.290 -28.768 27.589
C 11.680 -27.499 29.099
O 12.413 -26.537 28.775
N 10.634 -27.389 29.872
N 11.843 -28.775 28.862
H 10.041 -28.173 30.101
H 10.406 -26.512 30.319
H 12.502 -29.003 28.131
H 11.269 -29.487 29.290
C 5.946 -31.570 30.464
O 6.501 -32.151 31.354
N 4.630 -31.830 30.211
N 6.270 -30.439 29.869
H 4.270 -31.339 29.406
H 4.150 -32.605 30.647
H 5.462 -29.846 29.743
H 7.139 -30.070 30.226
C 3.703 -23.532 32.510
O 3.000 -22.559 32.536
N 3.318 -24.598 31.806
N 4.854 -23.790 33.048
H 2.407 -24.738 31.392
H 3.917 -25.408 31.883
H 5.277 -22.968 33.454
H 4.928 -24.757 33.330
C 2.675 -30.371 40.295
O 1.769 -29.861 40.985
N 3.070 -29.987 39.119
N 3.481 -31.263 40.767
H 3.869 -30.444 38.702
H 2.510 -29.263 38.693
H 4.317 -31.611 40.321
H 3.416 -31.536 41.738
C -1.021 -24.334 34.786
O -1.363 -23.174 34.660
N 0.218 -24.717 34.882
N -1.871 -25.333 34.897
H 0.871 -24.089 35.328
H 0.186 -25.725 34.932
H -2.854 -25.105 34.849
H -1.802 -26.287 34.573
C 5.934 -25.180 37.054
O 5.176 -24.470 36.529
N 5.667 -26.225 37.743
N 7.264 -25.198 36.933
H 6.258 -27.025 37.572
H 4.671 -26.381 37.673
H 7.839 -25.909 37.361
H 7.716 -24.571 36.283
C 0.161 -31.501 27.797
O -0.301 -30.969 28.721
N 0.386 -31.076 26.631
N 0.424 -32.735 27.909
H 0.778 -31.709 25.949
H -0.143 -30.277 26.311
H 0.781 -33.313 27.161
H 0.414 -33.079 28.858
C 7.234 -26.319 30.370
O 6.513 -27.003 29.685
N 8.023 -25.449 29.944
N 7.189 -26.340 31.689
H 8.444 -24.795 30.588
H 7.924 -25.268 28.955
H 6.745 -27.156 32.085
H 7.963 -25.880 32.146
C 3.586 -32.843 25.685
O 2.437 -32.599 25.562
N 4.400 -33.493 24.914
N 4.235 -32.430 26.723
H 5.337 -33.843 25.056
H 3.908 -33.905 24.134
H 3.736 -32.017 27.498
H 5.245 -32.425 26.733
C 9.583 -31.274 30.072
O 9.109 -30.134 30.184
N 10.296 -31.617 29.013
N 9.404 -32.279 30.878
H 10.457 -30.899 28.322
H 10.658 -32.560 29.013
H 8.731 -32.169 31.623
H 9.914 -33.150 30.892
C 7.028 -28.746 35.046
O 8.053 -29.335 35.363
N 5.854 -29.246 34.812
N 6.879 -27.424 34.988
H 5.161 -28.664 34.361
H 5.774 -30.249 34.888
H 5.994 -26.954 34.865
H 7.704 -26.873 34.799
C 3.542 -34.860 33.800
O 2.485 -35.405 34.003
N 3.749 -33.582 33.780
N 4.665 -35.558 33.575
H 4.650 -33.269 33.447
H 3.117 -32.848 34.066
H 5.350 -35.175 32.938
H 4.635 -36.564 33.648
C 7.937 -22.959 32.908
O 7.630 -23.395 34.009
N 8.745 -23.441 32.035
N 7.603 -21.721 32.573
H 9.058 -22.995 31.184
H 9.268 -24.240 32.364
H 6.908 -21.347 33.203
H 7.607 -21.356 31.631
C 4.790 -28.089 24.483
O 5.410 -27.409 23.769
N 5.302 -29.035 25.247
N 3.558 -27.866 24.784
H 4.930 -29.304 26.147
H 6.295 -29.216 25.203
H 2.970 -28.495 25.313
H 3.115 -27.080 24.330
C -2.173 -27.638 36.828
O -1.837 -28.426 35.946
N -3.334 -27.356 37.139
N -1.305 -26.953 37.530
H -4.011 -27.799 36.535
H -3.578 -26.631 37.798
H -0.324 -27.172 37.625
H -1.693 -26.270 38.166
C 2.849 -23.971 28.572
O 2.204 -24.635 27.757
N 4.135 -23.953 28.474
N 2.402 -23.252 29.528
H 4.508 -24.762 27.997
H 4.724 -23.535 29.181
H 3.096 -23.012 30.222
H 1.437 -23.057 29.753
C 0.894 -31.410 32.253
O 1.455 -31.540 33.341
N 1.478 -31.167 31.095
N -0.381 -31.459 31.939
H 1.084 -31.337 30.181
H 2.484 -31.178 31.178
H -0.564 -31.540 30.949
H -1.002 -31.877 32.617
C 6.724 -25.561 26.362
O 7.431 -24.741 26.951
N 6.538 -26.725 26.863
N 6.056 -25.292 25.291
H 6.978 -26.911 27.753
H 6.097 -27.412 26.269
H 5.644 -26.116 24.876
H 6.267 -24.464 24.752
C -0.650 -27.437 32.507
O -1.853 -27.231 32.115
N -0.218 -28.103 33.506
N 0.335 -26.757 32.039
H 0.747 -28.371 33.634
H -0.930 -28.467 34.123
H 0.144 -25.961 31.448
H 1.224 -26.881 32.502
C 10.562 -26.335 33.424
O 9.651 -25.958 32.726
N 10.342 -27.265 34.333
N 11.456 -25.443 33.711
H 11.125 -27.470 34.938
H 9.518 -27.849 34.364
H 11.382 -24.551 33.243
H 12.274 -25.502 34.301
C -1.554 -26.947 28.554
O -0.906 -25.981 28.886
N -1.781 -27.932 29.332
N -2.248 -27.012 27.494
H -1.543 -27.926 30.313
H -2.343 -28.678 28.948
H -2.414 -26.154 26.989
H -2.828 -27.827 27.354
C 3.930 -27.816 32.669
O 4.410 -27.101 33.491
N 2.998 -28.633 32.883
N 4.391 -27.899 31.506
H 2.569 -29.181 32.152
H 2.685 -28.737 33.838
H 5.358 -27.736 31.264
H 3.839 -28.323 30.775
*
```

Orbital gap ... 8.68 eV
HOMO energy ... -8.91 eV
LUMO energy ... -0.231 eV